ORCA calculation (ωB97M-V/def2-TZVPD) on C9H29N3O12S2 as an isolated structure.

Positions of all 55 atoms, in Å:
H: -4.358 -0.319 0.445
H: -1.190 2.326 4.964
H: -4.306 1.315 0.260
H: -1.240 -1.593 -5.720
H: 1.478 0.021 -1.064
H: 6.439 1.996 -3.933
C: 4.905 1.629 -6.523
H: -1.574 3.866 -1.776
N: -4.298 0.431 -0.228
O: -0.370 -4.690 6.508
H: 5.840 0.283 -3.938
H: -1.648 -1.427 -4.066
O: 2.072 -0.215 -6.489
N: -0.954 3.660 -2.546
H: 4.077 2.683 -4.707
H: 0.555 -3.551 2.470
H: -2.057 -2.783 -4.855
C: 5.572 1.338 -3.990
O: -0.394 -4.635 3.918
H: 5.818 1.071 -6.730
H: 0.795 -2.216 5.172
C: -3.250 2.591 5.713
H: -4.210 2.687 5.206
O: -0.535 -0.131 -1.562
O: -3.464 1.873 6.889
O: 3.478 0.755 -4.950
H: -0.191 4.308 -2.677
H: -2.935 3.597 5.989
C: 1.191 -2.963 4.484
H: -2.794 -1.351 -5.074
O: -4.546 -0.184 5.860
H: 2.050 -2.447 4.055
N: -1.892 -1.794 -4.975
H: -0.652 -2.659 3.432
O: -2.183 0.509 5.342
S: 0.358 -5.148 5.323
O: 1.661 -4.138 5.062
H: -1.526 3.508 -3.365
H: -5.105 0.198 -0.790
H: -0.677 2.708 -2.350
H: -3.444 0.301 -0.752
H: 0.282 -0.317 0.234
C: 3.088 0.477 -6.215
C: 4.510 1.736 -5.029
O: 3.819 1.063 -7.150
C: 0.566 -0.514 -0.800
H: 5.159 1.479 -2.991
H: -2.373 1.705 3.822
O: -2.880 -0.367 7.748
C: 0.145 -3.401 3.469
H: 0.968 -1.516 -0.950
O: 0.730 -6.560 5.217
S: -3.333 0.301 6.528
C: -2.155 1.825 4.883
H: 4.983 2.681 -6.798

Values from the calculation:
Energy above the lowest of the compared OMol25 structures with the same formula, charge and spin (eV): 4.807
LUMO (eV): -6.97
Charge: +2

---

ORCA calculation (ωB97M-V/def2-TZVPD) on a 9-piece molecular cluster, C9H29N7O16 overall.

Positions of all 61 atoms, in Å:
O: -2.257 -0.235 -3.226
N: -2.369 -1.438 -3.125
H: -1.414 -3.113 2.980
C: 4.062 -0.772 -0.859
C: 0.995 3.195 -1.184
O: 0.595 -2.251 -2.619
C: -4.270 2.142 2.049
O: -3.545 -1.736 2.623
O: -2.546 -2.038 -2.088
H: -0.775 4.080 3.868
O: 2.446 -3.284 -2.253
H: 1.084 -2.557 -5.013
O: 0.285 0.933 1.295
O: 3.884 -1.428 3.671
C: 1.985 -2.654 -4.418
H: -3.231 -2.056 -4.929
N: 3.980 -0.506 2.893
H: 4.727 0.048 -0.609
C: -2.312 -2.233 -4.381
N: -0.497 0.001 1.196
C: -1.356 -0.045 -0.019
H: 4.516 -1.399 -1.620
H: 1.110 3.445 -0.137
H: -2.175 -4.578 2.282
N: 1.639 -2.749 -2.982
H: 3.057 1.277 3.506
H: -1.465 -1.869 -4.952
H: -0.930 2.387 3.331
H: 2.570 -1.748 -4.569
H: 3.804 -1.350 0.018
H: 0.692 2.735 2.017
H: -3.569 1.664 2.737
O: -0.569 -0.901 2.000
O: -3.891 -3.308 1.193
H: -0.813 -0.628 -0.754
O: 1.804 -0.196 -0.823
O: 2.963 0.326 -2.555
H: -2.287 -0.525 0.262
O: 0.848 5.521 -1.358
H: 2.845 0.870 1.810
O: 0.776 3.406 2.701
H: -2.187 -3.267 -4.084
H: 1.939 -0.065 3.032
H: -1.522 0.981 -0.312
H: 0.233 2.822 4.605
O: 1.369 4.405 -3.123
C: -0.236 3.153 3.676
N: 2.836 -0.184 -1.455
H: 2.565 -3.533 -4.675
C: -2.334 -3.674 2.858
H: -5.259 1.716 2.248
N: 1.092 4.487 -1.949
O: -3.872 1.951 0.712
H: -2.746 -3.914 3.836
O: 4.931 -0.318 2.158
H: 1.636 2.492 -1.696
C: 2.856 0.463 2.814
N: -3.340 -2.840 2.164
H: -4.315 3.198 2.341
H: -0.054 2.926 -1.331
H: -3.985 2.768 0.223

Values from the calculation:
Energy above the lowest of the compared OMol25 structures with the same formula, charge and spin (eV): 0.000
LUMO (eV): -0.33
Charge: 0
Structure (SMILES): C[N+](=O)[O-].C[N+](=O)[O-].C[N+](=O)[O-].C[N+](=O)[O-].C[N+](=O)[O-].C[N+](=O)[O-].C[N+](=O)[O-].CO.CO

---

ORCA calculation (ωB97M-V/def2-TZVPD) on C9H2F6N3O11PtS2 as an isolated structure.

Positions of all 34 atoms, in Å:
O: 4.362 -2.537 1.170
F: 2.934 0.505 -0.519
S: 3.391 -1.949 0.307
O: -5.113 2.942 -1.031
O: -3.874 -1.664 -0.678
F: 1.243 -0.156 3.227
O: 0.294 -3.359 1.752
N: 0.674 2.114 -2.058
H: -1.421 3.666 -1.974
C: -0.671 1.693 -1.656
F: 4.030 0.370 1.351
O: 0.123 -0.438 -1.120
C: -0.896 0.361 -1.229
C: 0.727 -1.352 3.463
C: -2.240 0.012 -0.941
N: -4.006 3.269 -1.418
H: -4.255 0.660 -0.817
O: -1.797 -2.285 -0.276
F: -0.591 -1.301 3.344
O: 1.282 1.399 -2.824
C: -3.238 0.964 -1.016
C: -1.654 2.649 -1.696
O: 1.068 3.192 -1.645
Pt: 0.060 -1.865 0.234
C: -2.685 -1.409 -0.652
O: 3.170 -2.428 -1.014
F: 1.031 -1.715 4.708
N: 1.961 -1.713 1.087
C: 3.859 -0.173 0.143
C: -2.944 2.272 -1.367
S: 1.460 -2.643 2.306
O: 2.402 -3.375 3.072
O: -3.699 4.412 -1.713
F: 5.015 -0.118 -0.520

Values from the calculation:
Energy above the lowest of the compared OMol25 structures with the same formula, charge and spin (eV): 0.000
LUMO (eV): 1.89
Charge: -1

---

ORCA calculation (ωB97M-V/def2-TZVPD) on C9H30BeNO7 as an isolated structure.

Positions of all 48 atoms, in Å:
C: -4.075 -0.550 -0.027
H: -5.444 2.113 0.312
H: -5.433 3.463 2.044
H: -0.760 1.321 3.331
H: 0.032 -2.623 -3.077
H: -3.462 -0.973 -0.823
O: 0.570 -2.994 -3.777
H: 3.222 2.301 -3.021
H: 5.341 -4.095 3.483
H: -0.017 2.802 1.322
H: 3.714 -7.645 -1.257
C: -0.999 3.259 1.205
H: -4.799 2.330 3.107
H: 4.681 2.298 -3.427
H: 7.607 -3.543 -4.908
H: -4.288 1.964 -1.685
C: -4.894 1.518 1.041
H: -1.189 3.497 0.158
C: -2.047 2.268 1.861
O: 3.925 -6.818 -1.690
H: -5.097 -0.668 -0.388
H: -2.894 2.563 -0.819
N: -2.365 0.949 1.134
H: -0.052 -3.457 -4.338
O: 4.002 1.746 -3.039
O: 6.767 -3.921 -4.646
H: -5.555 0.738 1.419
O: 4.476 -3.977 3.090
H: 3.862 -4.216 3.784
C: -3.628 0.888 0.272
H: -2.729 1.173 -1.744
H: -1.350 2.919 3.815
C: -3.245 3.241 1.916
H: -1.020 4.209 1.738
H: -3.289 3.890 1.041
H: 8.450 -0.326 0.103
O: 8.245 -1.040 -0.502
H: -2.401 1.494 3.889
H: 4.195 -7.071 -2.573
H: 6.770 -4.799 -5.029
Be: 4.072 -2.343 -1.225
C: -3.440 1.655 -1.073
H: 9.092 -1.443 -0.692
H: -3.042 3.986 2.684
H: -4.040 -1.048 0.942
C: -1.620 1.990 3.313
O: -1.157 0.307 0.684
C: -4.691 2.665 2.076

Values from the calculation:
Energy above the lowest of the compared OMol25 structures with the same formula, charge and spin (eV): 2.743
LUMO (eV): -7.36
Charge: +1

---

Number 1: energy -60491.6057 eV. Number 2: energy -52973.7368 eV. Number 3: energy -77576.7214 eV. Number 4: energy -26028.8330 eV.